[1]
Here is a structure of composition C18H18NO8S2 from the Open Molecules 2025 dataset. Energies are from wB97M-V/def2-TZVPD.

The geometry in XYZ format:
```
47
Properties=species:S:1:pos:R:3:forces:R:3
C 1.146627 4.273596 0.190057 0.06 0.08 -0.02
C 2.476743 3.527303 0.107752 -0.01 0.13 0.01
O 2.274533 2.117675 -0.077414 0.07 -0.12 0.06
S 2.139026 1.513303 -1.547135 0.18 -0.02 -0.03
O 1.116235 0.519460 -1.406388 -0.21 0.02 -0.10
O 1.860940 2.644808 -2.415002 -0.14 0.14 0.07
N 3.468805 0.779782 -1.925662 -0.16 -0.30 0.43
S 4.854936 1.535699 -2.049429 -0.05 0.41 -0.43
O 5.893160 0.548068 -2.203611 -0.04 -0.12 0.05
O 5.037293 2.550853 -1.032806 0.15 -0.02 0.12
C 4.790460 2.435575 -3.611393 0.33 0.03 -0.17
C 3.845550 1.909260 -4.696177 -0.06 -0.06 -0.09
O 2.802243 2.809173 -5.026223 0.10 0.21 0.13
H 0.890537 4.532929 1.217606 -0.07 -0.08 0.02
H 1.183937 5.195046 -0.392174 0.02 0.02 0.02
H 0.350150 3.661561 -0.228147 0.00 -0.01 0.00
H 3.040218 3.590739 1.036581 -0.01 0.01 0.02
H 3.115505 3.919810 -0.675852 -0.03 -0.07 -0.08
H 4.582177 3.478352 -3.377887 -0.18 -0.04 0.01
H 5.819076 2.382736 -3.969840 0.06 0.05 0.10
H 4.421125 1.762089 -5.610584 -0.08 -0.01 -0.05
H 3.427591 0.943464 -4.400825 0.10 -0.03 0.04
H 2.330281 2.983035 -4.192931 -0.04 -0.19 -0.12
C -4.870742 -1.743833 5.056400 0.01 0.01 -0.01
C -5.417659 -2.973831 4.704094 0.01 -0.01 -0.02
C -4.964640 -3.636813 3.577025 -0.02 0.00 0.04
C -3.965434 -3.071216 2.792315 0.01 -0.01 -0.01
C -3.424531 -1.835220 3.139627 0.01 0.01 -0.02
C -3.877852 -1.176335 4.276877 -0.03 0.00 0.03
C -2.363655 -1.186681 2.303487 -0.02 -0.02 0.02
O -1.899813 -0.115981 2.629110 0.00 0.01 -0.01
C -1.921164 -1.903016 1.076978 0.00 0.00 0.02
C -0.966234 -1.312893 0.257137 0.03 0.02 -0.03
C -0.536011 -1.965985 -0.888414 -0.01 -0.04 -0.01
C -1.057080 -3.213732 -1.210213 -0.01 -0.01 0.00
C -2.008897 -3.809696 -0.398937 0.02 0.01 -0.02
C -2.449737 -3.157478 0.746184 -0.01 0.00 -0.02
C -3.483962 -3.812151 1.586499 -0.01 0.02 0.03
O -3.934338 -4.907799 1.317021 0.00 0.00 -0.01
H -5.222588 -1.228283 5.940970 0.00 0.00 0.00
H -6.197992 -3.413735 5.312087 0.01 0.00 0.00
H -5.370986 -4.595975 3.285839 0.02 0.00 -0.01
H -3.439004 -0.220491 4.529281 0.01 0.00 -0.02
H -0.557497 -0.343502 0.509028 0.00 -0.01 0.01
H 0.203751 -1.486967 -1.515041 0.00 0.01 0.03
H -0.716493 -3.723232 -2.102827 0.00 0.00 0.00
H -2.424590 -4.779471 -0.637042 -0.01 0.00 0.01
```
Positions in Å, forces in eV/Å.

* LUMO energy: 0.9550 eV
* net charge: -1
* Kohn-Sham gap: 7.5 eV

[2]
Here is a structure of composition C47H45BrN6O4RbSSi from the Open Molecules 2025 dataset. Energies are from wB97M-V/def2-TZVPD.

The geometry in XYZ format:
```
106
Properties=species:S:1:pos:R:3:forces:R:3
Rb -0.340531 -0.038952 0.351379 0.24 -0.30 0.46
O -4.326664 2.846891 -0.096285 -0.05 0.07 -0.56
C -3.944716 3.991507 0.370907 -0.12 -0.13 0.20
C -4.817946 5.107488 0.440329 -0.06 0.06 -0.05
C -4.429319 6.297130 1.021057 0.05 -0.04 0.02
C -3.161129 6.441952 1.580340 0.07 0.13 0.05
C -2.277747 5.375199 1.503145 0.01 -0.02 -0.06
C -2.631910 4.184759 0.888633 -0.02 -0.08 0.05
C -1.606581 3.090069 0.697599 0.30 0.07 -0.22
O -2.162798 1.835396 0.465936 -0.29 0.57 -0.09
N -0.789661 3.532757 -0.463715 -0.15 0.46 0.03
N 0.174783 2.802344 -0.961374 0.03 -0.39 0.15
C 0.735158 3.160385 -2.059649 -0.26 0.24 0.08
C 1.706857 2.350314 -2.744871 0.15 -0.42 -0.13
Br 1.859337 0.541023 -2.125940 0.13 0.25 -0.27
C 2.400933 2.685600 -3.841973 0.04 -0.20 0.15
C 2.455394 4.014545 -4.457097 -0.03 0.22 -0.12
C 2.450494 5.198181 -3.713709 0.04 -0.10 0.02
C 2.519898 6.430849 -4.342553 -0.01 0.10 -0.04
C 2.593118 6.512330 -5.725672 0.00 -0.06 -0.02
C 2.614505 5.344092 -6.476271 0.00 0.05 -0.06
C 2.556179 4.111967 -5.849284 -0.03 -0.05 0.11
H -3.094334 2.077201 0.076233 -0.15 -0.16 0.38
H -5.813204 4.992732 0.024930 0.02 -0.04 0.02
H -5.123724 7.130072 1.056031 -0.03 -0.02 0.00
H -2.867766 7.369452 2.055723 0.00 -0.02 0.01
H -1.281543 5.464110 1.928134 0.02 0.02 -0.02
H -0.919853 3.037063 1.552193 -0.04 -0.12 -0.01
H -1.180305 4.285139 -1.024311 0.00 -0.04 -0.01
H 0.413875 4.063406 -2.579100 -0.04 0.02 -0.01
H 2.966141 1.911061 -4.346651 -0.01 -0.02 0.03
H 2.418501 5.138726 -2.633372 0.02 0.05 -0.02
H 2.526197 7.338846 -3.752366 -0.02 -0.03 0.03
H 2.643271 7.475061 -6.217708 0.00 0.01 0.02
H 2.675206 5.395589 -7.556515 0.01 -0.01 0.01
H 2.573990 3.200823 -6.436285 0.01 0.01 -0.02
C 3.110750 -3.648466 1.612134 0.19 0.25 0.10
O 2.353803 -4.180077 0.508354 -0.27 -0.17 -0.25
C 1.717883 -3.111441 -0.051125 0.45 0.25 0.71
N 1.894361 -1.977072 0.472700 -0.02 0.10 -0.53
C 2.685165 -2.160427 1.673894 0.01 -0.26 0.46
C 3.803276 -1.180456 1.872905 0.08 0.11 -0.19
C 4.693754 -1.358992 2.928127 -0.07 0.00 -0.02
C 5.693592 -0.429818 3.171856 0.04 -0.04 0.05
C 5.815451 0.693324 2.366526 0.01 0.00 0.00
C 4.940388 0.867938 1.304285 0.03 0.06 -0.01
C 3.944731 -0.063859 1.055654 -0.05 -0.11 0.01
C 0.817920 -3.386728 -1.177657 -0.22 -0.33 -0.41
C 0.837344 -4.617827 -1.832700 0.09 0.10 0.14
C -0.074964 -4.835792 -2.847842 -0.04 0.03 -0.06
C -0.974109 -3.833731 -3.173858 0.04 0.05 0.03
C -0.908827 -2.637248 -2.463304 0.04 -0.41 -0.14
N -0.036025 -2.419347 -1.491067 0.10 0.04 0.06
C -1.870667 -1.555001 -2.734188 -0.42 0.45 0.04
N -1.861386 -0.405246 -2.208514 0.20 -0.07 -0.13
C -3.032223 0.321668 -2.700769 -0.25 -0.07 -0.19
C -3.699080 -0.690510 -3.676721 -0.11 0.29 0.01
O -2.883806 -1.867292 -3.587722 0.17 -0.30 0.03
C -2.711456 1.613368 -3.416907 0.09 -0.04 0.09
C -3.668470 2.622343 -3.468736 0.15 0.02 0.07
C -3.402524 3.802115 -4.145696 -0.02 0.03 0.02
C -2.196853 3.966013 -4.814508 0.03 0.04 -0.05
C -1.260486 2.942663 -4.806563 0.03 0.00 -0.04
C -1.511385 1.776677 -4.096108 0.06 -0.06 -0.04
H 4.175785 -3.771334 1.397258 -0.04 -0.02 -0.03
H 2.849208 -4.199902 2.514194 -0.04 -0.03 -0.07
H 1.965227 -2.021630 2.497491 0.09 -0.01 -0.04
H 4.589006 -2.222176 3.577157 0.01 0.02 0.02
H 6.376178 -0.580265 3.999669 -0.02 0.01 0.01
H 6.583436 1.428634 2.572161 0.01 -0.01 -0.02
H 5.026074 1.740039 0.666569 0.00 -0.01 0.00
H 3.261824 0.068039 0.227894 0.01 0.06 0.06
H 1.551374 -5.370216 -1.529965 -0.02 -0.01 0.00
H -0.094166 -5.780728 -3.375115 0.01 0.00 0.00
H -1.717427 -3.961534 -3.946861 0.00 0.00 0.01
H -3.674971 0.541664 -1.843915 0.01 0.06 -0.07
H -3.671754 -0.336647 -4.707740 -0.02 0.00 0.02
H -4.723807 -0.940805 -3.405530 0.04 -0.08 0.03
H -4.605154 2.499264 -2.946986 -0.07 0.03 0.21
H -4.131289 4.602847 -4.126472 -0.01 -0.02 -0.05
H -1.982220 4.890112 -5.338092 -0.02 -0.01 0.00
H -0.326855 3.057845 -5.346317 0.01 0.01 0.08
H -0.763246 0.991625 -4.058761 0.00 0.03 0.03
C -2.473530 -0.765459 6.076065 0.20 -0.05 0.05
Si -0.648443 -0.922952 6.544308 -0.21 -0.03 0.06
C -0.193596 -2.741635 6.798337 0.03 0.20 -0.06
C -0.425559 -0.115044 8.250597 0.00 0.02 -0.17
C 0.396320 0.071531 5.330656 0.09 0.07 -0.15
C 1.046699 1.236792 5.701218 -0.05 -0.14 0.13
C 1.695752 2.029458 4.756101 0.02 0.12 0.00
C 1.636489 1.628508 3.436717 0.03 0.00 0.06
N 1.038353 0.512052 3.026036 0.02 0.04 0.07
C 0.446454 -0.278805 3.945996 -0.08 -0.09 0.06
S -0.263313 -1.758045 3.409732 -0.27 -0.30 -0.07
H -3.111534 -1.342229 6.751476 0.03 0.00 0.04
H -2.617915 -1.142566 5.063894 0.01 -0.01 -0.01
H -2.807164 0.274832 6.097331 0.06 0.00 0.04
H -0.611910 -3.119223 7.737433 0.01 0.09 -0.01
H 0.889891 -2.882356 6.826191 -0.01 0.03 0.02
H -0.578478 -3.336109 5.974953 -0.02 -0.05 -0.08
H -1.047351 -0.629100 8.987720 -0.01 -0.02 -0.01
H -0.718560 0.937877 8.248780 -0.01 -0.01 0.00
H 0.611169 -0.174252 8.592543 0.01 -0.01 0.00
H 1.047540 1.538219 6.744661 0.01 0.05 -0.03
H 2.202239 2.943515 5.036591 0.01 0.00 -0.02
H 2.091063 2.230172 2.653106 0.04 0.01 0.03
```
Positions in Å, forces in eV/Å.

* LUMO energy: 1.8214 eV
* net charge: -1
* Kohn-Sham gap: 6.0 eV

[3]
Here is a structure of composition C12H24AgAsF6O9 in a non-equilibrium geometry from the Open Molecules 2025 dataset. Energies are from wB97M-V/def2-TZVPD.

The geometry in XYZ format:
```
53
Properties=species:S:1:pos:R:3:forces:R:3
Ag -0.599979 0.205671 1.210433 -0.26 0.20 -0.14
As -2.680962 -1.447932 3.337925 0.22 -0.04 1.97
F -3.715564 -2.015286 2.065130 0.75 0.39 0.16
F -2.558997 0.201799 2.623064 -0.10 -0.92 0.00
F -1.559452 -0.824069 4.615008 -1.23 -0.84 -1.13
F -2.751405 -3.082131 4.075085 0.36 1.81 -0.71
F -1.146605 -1.877904 2.408263 -1.52 0.15 0.65
F -4.117885 -0.892378 4.254398 1.60 -0.62 -0.83
C 0.174038 5.282085 2.550292 0.69 -0.37 0.42
C -0.911373 4.484693 1.915408 -1.01 -1.66 1.13
O -0.951456 4.497404 0.520197 0.40 2.28 -1.11
C -1.557811 3.583032 -0.163770 -0.97 -3.71 -0.77
O -1.738341 2.393814 0.181431 0.41 2.97 -0.65
O -1.977272 3.989780 -1.388763 1.22 -0.66 0.49
C -1.622987 5.284068 -1.902215 -1.21 1.03 0.42
H -0.271144 5.686310 3.459409 0.39 0.19 0.04
H 0.634561 6.082781 1.971585 -0.27 -0.10 -0.12
H 0.923598 4.543665 2.834898 0.47 0.52 0.12
H -1.856896 4.798872 2.357421 -0.37 0.05 -0.63
H -0.819382 3.423927 2.148678 0.05 0.02 0.57
H -2.571931 5.817684 -1.848614 0.13 0.46 0.03
H -1.361896 5.312130 -2.960114 0.25 -0.90 0.14
H -0.885508 5.833677 -1.317278 -0.01 -0.41 0.00
C 0.045754 0.397225 -3.552064 -1.00 0.13 -0.87
C -1.422811 -0.065646 -3.224945 1.12 1.77 1.58
O -1.431998 -1.360076 -2.758053 0.13 -2.81 -1.35
C -1.406177 -1.787482 -1.523099 -0.38 2.88 2.50
O -1.600970 -1.062536 -0.510776 0.46 -2.38 -2.74
O -1.141206 -3.066720 -1.592822 -0.05 0.10 -1.28
C -1.181789 -3.898036 -0.504244 -0.50 -1.48 2.55
H 0.081782 1.482869 -3.461583 0.13 0.01 0.19
H 0.303139 0.188007 -4.590379 -0.22 -0.10 -0.17
H 0.867559 -0.059230 -3.000360 -0.52 -0.05 0.62
H -2.123425 0.004511 -4.057007 0.31 -0.05 -0.06
H -1.819437 0.482697 -2.370482 -0.01 0.88 -0.29
H -0.210555 -4.009013 -0.022061 0.07 0.39 0.03
H -1.492773 -4.913044 -0.751519 0.13 0.12 -0.88
H -1.934736 -3.627918 0.236174 0.22 0.64 0.11
C 3.383342 -4.575857 -1.073461 -0.31 0.07 1.31
C 3.131225 -3.186133 -1.610823 0.21 0.15 -0.15
O 2.036569 -2.383311 -1.058252 -0.41 0.06 0.51
C 2.171942 -1.725729 0.087642 1.42 1.40 1.52
O 1.424330 -0.832633 0.529736 1.88 -2.70 -1.51
O 3.390282 -2.077211 0.716713 -2.44 1.31 -1.52
C 3.758531 -1.251592 1.834305 0.77 -0.62 0.12
H 4.321809 -4.830948 -1.565694 -0.32 -0.81 -0.13
H 2.542891 -5.267478 -1.131769 0.07 -0.08 -1.29
H 3.532630 -4.709477 -0.002033 0.60 0.96 0.21
H 2.915996 -3.320497 -2.670889 -0.61 0.33 0.09
H 4.043689 -2.589917 -1.604224 -0.07 0.05 0.42
H 3.462767 -1.857436 2.690803 0.00 0.78 0.39
H 3.432337 -0.211785 1.812307 -0.77 -0.41 -0.06
H 4.843953 -1.167293 1.780987 0.06 -0.38 0.12
```
Positions in Å, forces in eV/Å.

* LUMO energy: -0.0040 eV
* Kohn-Sham gap: 10.4 eV

[4]
Here is the ion C2H5S with charge -1 in a non-equilibrium geometry from the Open Molecules 2025 dataset. Energies are from wB97M-V/def2-TZVPD.

The geometry in XYZ format:
```
8
Properties=species:S:1:pos:R:3:forces:R:3
C 0.325166 -0.568434 -0.535372 0.87 1.48 -0.87
C -0.480929 0.432728 0.309869 0.06 0.63 3.09
S 0.706667 1.635034 1.328775 -0.84 -0.48 -1.26
H 1.425418 -0.299616 -0.399300 -1.38 -0.05 -0.71
H 0.007214 -0.624345 -1.618896 0.50 0.47 0.91
H 0.309544 -1.574840 -0.227873 -0.51 -1.42 0.86
H -0.935980 0.064583 1.286587 0.40 -0.62 -1.59
H -1.357101 0.934891 -0.143790 0.89 0.00 -0.43
```
Positions in Å, forces in eV/Å.

* structure (SMILES): CC[S-]
* LUMO energy: 4.6164 eV
* net charge: -1
* Kohn-Sham gap: 6.6 eV

Relative energy (zero: lowest compared OMol25 entry of this formula, charge and spin), respectively: 0.0; 0.0; 231.7; 75.8 kJ/mol.